(1)
# C2H2FN3S

A molecular structure, C2H2FN3S at a distorted geometry (ωB97M-V with the def2-TZVPD basis set, OMol25).

Each line ends with the Löwdin charge.
Atoms and positions in Å:
C: 0.2667 0.2232 -0.9997  -0.159
C: -0.1144 -0.8645 -0.0194  -0.715
N: 1.1945 0.9332 -0.3728  -0.027
N: 0.7032 -0.6572 1.0321  0.009
N: 1.4641 0.3892 0.8077  -0.017
F: -0.7294 -1.9669 -0.3669  0.088
S: -1.6333 0.4015 0.4130  0.813
H: -0.2559 0.4057 -1.8430  0.069
H: -0.8956 1.1358 1.3490  -0.061

Computed properties:
strongest force on any atom	4.7	eV Å⁻¹
spin multiplicity	1
HOMO-LUMO gap	8.24	eV
net charge	0
HOMO level	-9.9	eV
ΔE to the lowest compared entry with this formula, charge and spin	65.2	kcal/mol

(2)
# C11H18N2O6STc

A molecular structure, C11H18N2O6STc at a distorted geometry (ωB97M-V with the def2-TZVPD basis set, OMol25).

Each line ends with the Löwdin charge.
Atoms and positions in Å:
Tc: 0.2377 0.3058 0.0875  1.788
C: 3.1144 2.5399 -1.2041  0.028
C: 2.7124 2.1477 0.2025  -0.473
C: 3.7883 2.3997 1.2374  0.024
O: 2.3846 0.7050 0.1871  -0.137
C: 1.4225 2.8852 0.5895  -0.468
O: 1.3526 4.0507 0.7733  0.236
O: 0.3376 2.0645 0.6685  -0.155
H: 4.0603 2.0688 -1.4663  0.110
H: 3.2297 3.6220 -1.2506  0.121
H: 2.3518 2.2475 -1.9274  0.103
H: 4.7191 1.9146 0.9418  0.113
H: 3.4836 2.0532 2.2278  0.113
H: 3.9664 3.4717 1.3077  0.122
H: 2.8425 0.2952 0.9362  0.130
C: -5.0104 -0.6508 1.8613  0.026
N: -4.0698 -0.1351 0.8586  -0.031
C: -4.4647 0.5937 -0.1581  -0.004
C: -3.5530 1.0956 -1.0983  0.070
C: -2.1484 0.8228 -0.8778  -0.509
O: -1.2098 1.2432 -1.5689  0.039
N: -1.7821 0.0742 0.1797  0.014
C: -2.6494 -0.4676 1.0753  -0.436
O: -2.3663 -1.1657 1.9982  0.150
H: -6.0233 -0.4298 1.5397  0.105
H: -4.7965 -0.1730 2.8165  0.113
H: -4.8582 -1.7223 1.9647  0.106
H: -5.5267 0.7905 -0.2445  0.155
H: -3.8772 1.6906 -1.9412  0.127
C: 1.5030 -3.1103 -2.2941  -0.202
S: 1.7336 -2.6762 -0.5832  1.005
C: 1.0896 -4.1292 0.2173  -0.200
O: 0.6257 -1.6203 -0.3226  -0.681
H: 2.2257 -3.8923 -2.5299  0.088
H: 1.7244 -2.2260 -2.8884  0.075
H: 0.4846 -3.4564 -2.4576  0.083
H: 1.8097 -4.9331 0.0596  0.089
H: 0.1170 -4.3844 -0.1977  0.083
H: 1.0190 -3.9094 1.2806  0.077

Computed properties:
strongest force on any atom	4.7	eV Å⁻¹
spin multiplicity	2
HOMO-LUMO gap (alpha / beta)	4.88 / 5.67	eV
net charge	+2
HOMO level (alpha / beta)	-15.0 / -15.1	eV
ΔE to the lowest compared entry with this formula, charge and spin	42.1	kcal/mol

(3)
# C12H18BrGdN7O4

A molecular structure, C12H18BrGdN7O4 (ωB97M-V with the def2-TZVPD basis set, OMol25).

Each line ends with the Löwdin charge.
Atoms and positions in Å:
Gd: 0.1721 -0.1325 0.4359  1.840
N: 2.9030 0.2033 0.2346  -0.015
C: 2.9644 1.6967 0.2309  -0.135
C: 1.4774 1.9882 0.2025  -0.712
O: 0.8615 2.0046 1.2979  -0.092
O: 0.8634 1.6680 -0.8662  -0.108
H: 3.7035 -0.1915 0.7126  0.097
H: 2.9417 -0.1233 -0.7281  0.092
H: 3.5044 2.1074 -0.6192  0.127
H: 3.3895 2.0528 1.1648  0.125
C: -5.2998 -0.0975 2.3137  -0.028
N: -4.3177 0.3783 1.3462  -0.132
C: -4.7713 0.7949 0.0240  -0.020
C: -2.9862 0.3439 1.5834  -0.393
N: -2.0876 0.6303 0.6968  0.050
N: -2.6586 -0.0053 2.8865  0.166
C: -1.4266 -0.2161 3.4856  -0.470
N: -1.4985 -0.1698 4.8377  0.180
N: -0.3614 -0.4935 2.8198  0.034
H: -5.4120 0.5867 3.1603  0.100
H: -5.0524 -1.0985 2.6717  0.103
H: -6.2643 -0.1604 1.8215  0.095
H: -5.8541 0.8572 0.0322  0.095
H: -4.4730 0.0767 -0.7448  0.102
H: -4.3817 1.7829 -0.2272  0.103
H: -2.5042 0.9175 -0.1798  0.064
H: -3.4341 -0.0399 3.5245  0.117
H: -2.2711 0.2724 5.3027  0.117
H: -0.6655 -0.3115 5.3810  0.121
H: 0.4379 -0.5901 3.4381  0.082
Br: -2.7037 -0.7930 -6.1456  0.786
C: -2.6475 -1.7339 -4.5204  -0.671
C: -3.5719 -2.7420 -4.2724  -0.169
N: -3.5991 -3.4477 -3.1462  0.089
C: -2.6982 -3.1519 -2.2185  -0.073
C: -1.7309 -2.1624 -2.3828  -0.125
C: -1.6919 -1.4376 -3.5649  -0.040
C: -0.7977 -1.8841 -1.2656  -0.636
O: -1.1427 -2.0634 -0.0678  -0.103
O: 0.3430 -1.3585 -1.5154  -0.119
H: -4.3177 -2.9831 -5.0209  0.109
H: -2.7226 -3.7179 -1.2951  0.125
H: -0.9382 -0.6794 -3.7313  0.124

Computed properties:
strongest force on any atom	0.5	eV Å⁻¹
spin multiplicity	8
HOMO-LUMO gap (alpha / beta)	7.14 / 9.08	eV
net charge	+1
HOMO level (alpha / beta)	-11.6 / -11.6	eV

(4)
# C8H16NOS2

A gas-phase ion, C8H16NOS2 (charge +1) at a distorted geometry (ωB97M-V with the def2-TZVPD basis set, OMol25).

Each line ends with the Löwdin charge.
Atoms and positions in Å:
C: -0.8177 0.7993 0.0316  -0.158
C: 1.9396 0.4500 0.4335  -0.663
C: 0.3301 -1.1653 1.1538  -0.113
C: -1.5407 -2.9654 -0.4481  -0.045
C: -1.7993 1.6322 0.7958  -0.036
C: 0.7872 2.7771 -0.1243  -0.043
C: -1.0617 -1.6422 -1.0761  -0.060
C: 0.6314 1.2411 -0.2795  -0.225
N: -0.7864 -0.7054 0.1776  -0.026
O: 1.6119 -0.7746 0.9550  -0.066
S: 3.8167 -0.1607 -1.4939  0.390
S: 3.5260 1.0220 0.2918  0.633
H: -0.0133 -0.8882 2.2298  0.193
H: 0.3467 -2.2358 1.0139  0.124
H: -0.7965 -3.6004 0.0551  0.098
H: -2.1840 -2.5506 0.2485  0.049
H: -2.2117 -3.5479 -1.0296  0.088
H: -1.3796 1.7084 1.8448  0.130
H: -2.7700 1.1766 0.6768  0.080
H: -1.9097 2.6504 0.3203  0.115
H: 0.8481 3.3537 -1.0212  0.090
H: 1.6318 2.9775 0.4553  0.034
H: -0.0476 3.0825 0.5040  0.056
H: -1.8724 -1.2587 -1.6308  0.123
H: -0.1413 -1.8481 -1.5342  0.114
H: 0.6116 0.9064 -1.3140  0.130
H: -1.7104 -0.8255 0.6976  0.173
H: 4.9610 0.3918 -1.9337  -0.186

Computed properties:
strongest force on any atom	4.2	eV Å⁻¹
spin multiplicity	1
HOMO-LUMO gap (alpha / beta)	7.58 / 7.00	eV
net charge	+1
HOMO level (alpha / beta)	-11.5 / -11.2	eV
ΔE to the lowest compared entry with this formula, charge and spin	73.7	kcal/mol

Q: Which of these has the lowest strongest force on any atom?
A: C12H18BrGdN7O4